(1)
95
Properties=species:S:1:pos:R:3 method="wB97M-V/def2-TZVPD" charge=-1 orbital_gap_ev=8.08 total_energy_ev=-52503.0780 e_above_lowest_kcal_mol=5.9
C -0.31 2.56 5.01
H 0.57 3.20 5.17
C 0.11 1.17 4.56
H -0.77 0.58 4.30
H 0.60 0.66 5.39
C 1.07 1.14 3.36
C 1.76 -0.22 3.33
O 1.34 -1.14 4.01
C 3.00 -0.36 2.48
C 4.03 0.74 2.77
H 3.65 1.71 2.47
H 4.93 0.54 2.20
H 4.29 0.76 3.83
H 2.70 -0.26 1.44
C 3.67 -1.75 2.66
O 3.91 -2.02 4.03
H 3.04 -2.02 4.45
H 4.66 -1.72 2.20
C 2.87 -2.90 2.01
C 3.55 -4.23 2.31
H 3.70 -4.35 3.39
H 2.95 -5.06 1.95
H 4.53 -4.27 1.83
H 1.87 -2.91 2.47
C 2.72 -2.71 0.48
H 3.34 -1.89 0.13
C 1.27 -2.43 0.06
C 1.16 -2.35 -1.44
C 0.92 -3.52 -2.14
C 0.80 -3.53 -3.52
C 0.89 -2.35 -4.24
C 1.12 -1.16 -3.55
C 1.29 -1.15 -2.15
C 1.58 0.19 -1.47
O 2.17 0.21 -0.38
O 1.21 1.22 -2.10
O 1.16 -0.02 -4.26
H 1.20 0.71 -3.55
C 0.73 -2.31 -5.73
H -0.11 -1.67 -5.99
H 1.62 -1.89 -6.19
H 0.56 -3.31 -6.13
H 0.62 -4.46 -4.04
H 0.82 -4.45 -1.59
H 0.94 -1.50 0.52
H 0.63 -3.24 0.42
H 3.06 -3.62 -0.03
H 1.84 1.90 3.49
C 0.38 1.41 2.00
H 1.01 0.99 1.20
O -0.89 0.77 1.97
C -1.86 1.58 1.31
C -3.18 1.35 2.06
C -4.34 2.24 1.64
H -4.12 3.28 1.84
H -4.53 2.13 0.58
H -5.23 1.96 2.20
H -2.96 1.51 3.12
H -3.45 0.30 1.95
C -1.35 3.03 1.41
H -1.55 3.56 0.49
H -1.85 3.54 2.23
C 0.16 2.91 1.69
C 1.03 3.38 0.53
H 2.08 3.32 0.81
H 0.90 2.76 -0.35
H 0.80 4.41 0.28
H 0.42 3.51 2.57
C -1.89 1.15 -0.18
C -2.15 -0.33 -0.40
H -1.40 -0.91 0.13
C -2.08 -0.61 -1.90
H -1.06 -0.45 -2.25
H -2.34 -1.65 -2.09
C -3.03 0.30 -2.69
C -2.85 0.10 -4.20
C -3.21 -1.31 -4.67
H -2.46 -2.02 -4.32
H -4.18 -1.59 -4.28
H -3.24 -1.34 -5.75
H -3.50 0.82 -4.71
H -1.81 0.32 -4.47
O -4.38 -0.02 -2.38
H -4.52 0.27 -1.47
C -2.81 1.78 -2.29
C -1.58 2.47 -2.88
H -1.69 2.57 -3.96
H -1.50 3.46 -2.45
H -0.66 1.93 -2.67
H -3.70 2.33 -2.63
O -2.87 1.92 -0.88
H -3.13 -0.61 -0.01
H -0.89 1.38 -0.58
H -0.85 2.50 5.95
H -0.96 3.04 4.28

***

(2)
100
Properties=species:S:1:pos:R:3 method="wB97M-V/def2-TZVPD" charge=+3 orbital_gap_ev="5.60 / 5.49" total_energy_ev=-126453.2078 e_above_lowest_kcal_mol=28.1
W 0.01 0.10 -0.03
C -3.58 1.13 -2.36
C -2.25 0.90 -2.06
N -1.82 0.41 -0.89
C -2.82 0.04 0.02
C -4.18 0.31 -0.19
C -4.56 0.87 -1.42
C -5.10 -0.01 0.85
C -4.68 -0.58 2.01
C -3.32 -0.93 2.22
C -2.82 -1.53 3.38
C -1.48 -1.83 3.47
C -0.64 -1.57 2.41
N -1.06 -0.99 1.26
C -2.40 -0.64 1.19
H -3.85 1.55 -3.32
H -1.48 1.17 -2.77
H -5.60 1.09 -1.63
H -6.15 0.23 0.71
H -5.40 -0.80 2.79
H -3.50 -1.75 4.20
H -1.08 -2.28 4.37
H 0.41 -1.84 2.42
C 4.41 1.77 1.24
N 3.41 0.71 1.34
C 3.00 0.39 2.70
C 3.16 -0.14 0.33
N 1.89 -0.66 0.23
C 1.86 -2.09 -0.02
C 2.80 -2.93 0.56
C 2.83 -4.27 0.24
C 1.93 -4.77 -0.68
C 0.97 -3.95 -1.24
C 0.88 -2.60 -0.89
N -0.03 -1.67 -1.45
C -1.02 -2.16 -2.25
N -1.16 -1.58 -3.46
C 0.00 -1.06 -4.17
C -2.39 -1.51 -4.24
N -1.83 -3.16 -1.90
C -2.52 -4.01 -2.87
C -2.00 -3.62 -0.53
N 4.09 -0.43 -0.58
C 5.52 -0.45 -0.26
C 3.76 -0.97 -1.89
H 4.00 2.66 1.73
H 4.61 2.01 0.20
H 5.34 1.52 1.75
H 3.88 0.14 3.29
H 2.33 -0.46 2.70
H 2.50 1.25 3.15
H 3.53 -2.52 1.25
H 3.58 -4.92 0.68
H 1.98 -5.81 -0.98
H 0.30 -4.36 -2.00
H 0.09 -1.56 -5.14
H 0.91 -1.26 -3.61
H -0.09 0.01 -4.36
H -2.40 -2.23 -5.06
H -2.47 -0.51 -4.67
H -3.27 -1.68 -3.61
H -2.04 -3.95 -3.84
H -3.58 -3.77 -2.96
H -2.44 -5.05 -2.53
H -1.53 -2.95 0.17
H -1.55 -4.61 -0.41
H -3.07 -3.69 -0.31
H 5.68 -0.48 0.81
H 6.04 0.41 -0.68
H 5.95 -1.35 -0.70
H 2.72 -0.75 -2.14
H 3.89 -2.05 -1.92
H 4.41 -0.51 -2.63
C 0.81 4.71 3.63
Si -0.66 3.56 3.67
C -2.30 4.09 2.93
C -0.65 2.14 4.89
As -0.01 1.85 1.52
Si 0.39 2.95 -0.50
C 1.22 1.79 -1.85
C -1.16 3.75 -1.26
C 1.67 4.34 -0.45
H 0.99 5.18 4.59
H 0.68 5.49 2.88
H 1.70 4.13 3.36
H -2.92 4.66 3.61
H -2.85 3.19 2.63
H -2.11 4.69 2.04
H -1.15 2.37 5.83
H 0.38 1.85 5.12
H -1.15 1.29 4.43
H 0.67 0.88 -2.17
H 2.25 1.53 -1.58
H 1.31 2.40 -2.76
H -2.08 3.20 -1.07
H -1.07 3.90 -2.34
H -1.29 4.74 -0.81
H 2.65 4.02 -0.08
H 1.34 5.16 0.18
H 1.81 4.74 -1.46

***

(3)
102
Properties=species:S:1:pos:R:3 method="wB97M-V/def2-TZVPD" charge=-1 orbital_gap_ev=6.67 total_energy_ev=-84486.8908
Ba 0.31 -0.17 -0.67
C 4.05 0.37 -1.45
O 2.79 0.97 -1.20
Si 2.55 2.62 -0.84
C 3.08 2.77 0.97
C 3.86 3.58 -1.81
C 0.82 2.92 -1.19
Si 0.00 4.18 -0.14
C -0.21 3.70 1.68
C -1.76 4.59 -0.71
C 0.91 5.85 -0.12
Si 0.44 3.01 -2.98
C -1.37 2.62 -3.43
C 1.41 1.71 -3.98
C 0.79 4.68 -3.81
H 4.52 0.82 -2.33
H 3.89 -0.69 -1.64
H 4.72 0.48 -0.59
H 4.11 2.44 1.11
H 2.44 2.14 1.60
H 3.00 3.79 1.34
H 4.88 3.28 -1.54
H 3.76 4.64 -1.59
H 3.75 3.46 -2.89
H -0.84 2.81 1.78
H -0.69 4.51 2.24
H 0.74 3.48 2.17
H -2.38 3.70 -0.75
H -1.77 5.06 -1.70
H -2.22 5.29 -0.01
H 1.92 5.75 0.28
H 0.38 6.59 0.49
H 1.00 6.25 -1.14
H -1.74 1.74 -2.90
H -1.46 2.44 -4.50
H -2.04 3.44 -3.17
H 1.16 0.69 -3.68
H 2.50 1.81 -3.86
H 1.19 1.80 -5.05
H 0.19 5.46 -3.33
H 0.54 4.67 -4.88
H 1.84 4.96 -3.70
N -8.59 1.14 5.88
C -7.67 0.99 5.20
C -6.52 0.80 4.35
C -5.92 1.90 3.75
C -4.82 1.71 2.93
C -4.31 0.43 2.71
C -4.92 -0.66 3.32
C -6.03 -0.48 4.14
C -3.12 0.25 1.83
C -3.42 0.05 0.47
C -4.73 -0.05 -0.07
C -4.59 -0.29 -1.41
C -3.19 -0.29 -1.65
N -2.49 -0.10 -0.54
C -1.89 0.30 2.48
C -1.71 0.46 3.90
C -0.36 0.42 4.12
C 0.24 0.26 2.84
N -0.66 0.18 1.87
H -6.31 2.89 3.92
H -4.34 2.56 2.46
H -4.52 -1.65 3.15
H -6.50 -1.33 4.61
H -5.65 0.03 0.49
H -5.36 -0.42 -2.15
H -2.70 -0.43 -2.60
H -2.49 0.58 4.63
H 0.16 0.50 5.06
H 1.29 0.17 2.62
C -0.37 -6.41 0.31
C -0.08 -5.29 -0.68
C 0.72 -5.81 -1.86
C -1.38 -4.64 -1.13
O 0.69 -4.34 0.08
P 1.52 -3.10 -0.52
O 1.67 -2.09 0.57
O 0.88 -2.59 -1.78
O 2.94 -3.74 -0.93
C 3.99 -4.08 0.01
C 3.44 -4.73 1.27
C 4.76 -2.81 0.35
C 4.87 -5.05 -0.76
H -0.98 -7.19 -0.16
H -0.89 -6.02 1.18
H 0.57 -6.87 0.65
H 0.14 -6.58 -2.38
H 1.66 -6.25 -1.53
H 0.94 -5.01 -2.57
H -2.02 -5.38 -1.61
H -1.18 -3.83 -1.83
H -1.91 -4.23 -0.27
H 2.79 -4.05 1.82
H 4.27 -5.02 1.91
H 2.86 -5.63 1.02
H 4.10 -2.08 0.82
H 5.19 -2.37 -0.55
H 5.57 -3.05 1.05
H 4.31 -5.95 -1.01
H 5.74 -5.33 -0.15
H 5.22 -4.59 -1.68

***

(4)
97
Properties=species:S:1:pos:R:3 method="wB97M-V/def2-TZVPD" charge=+1 orbital_gap_ev=4.80 total_energy_ev=-74163.7950 e_above_lowest_kcal_mol=51.6
C -2.18 1.31 -2.09
C -2.13 -0.97 -1.43
C -3.31 1.11 -2.87
C -3.39 -1.15 -2.06
C -3.97 -0.13 -2.80
H -3.68 1.94 -3.48
H -3.85 -2.13 -2.00
H -4.91 -0.27 -3.32
N -1.64 0.32 -1.34
P -0.53 2.81 -0.50
P 0.15 -2.57 -0.35
C -1.49 2.67 -2.06
H -0.82 2.78 -2.93
H -2.23 3.48 -2.15
C -1.41 -2.12 -1.01
H -2.03 -3.02 -1.10
C 0.68 -3.88 -1.72
C -0.20 -3.54 1.30
C 1.00 3.89 -0.88
C -1.86 3.57 0.61
C 2.21 -3.78 -1.73
H 2.66 -4.11 -0.78
H 2.62 -4.42 -2.53
H 2.53 -2.75 -1.92
C 0.24 -5.33 -1.50
H 0.61 -5.77 -0.57
H -0.85 -5.44 -1.55
H 0.65 -5.93 -2.33
C 0.10 -3.40 -3.05
H 0.54 -3.99 -3.87
H -0.99 -3.53 -3.10
H 0.33 -2.34 -3.22
C 1.09 -4.27 1.70
H 1.90 -3.55 1.89
H 0.90 -4.82 2.64
H 1.44 -4.99 0.96
C -0.54 -2.56 2.43
H 0.29 -1.89 2.65
H -1.43 -1.95 2.21
H -0.75 -3.14 3.34
C -1.40 -4.47 1.15
H -1.27 -5.24 0.39
H -1.56 -4.98 2.11
H -2.31 -3.90 0.92
C -1.25 3.77 2.00
H -1.98 4.31 2.62
H -1.04 2.80 2.47
H -0.32 4.36 1.97
C -3.04 2.59 0.71
H -3.56 2.47 -0.25
H -2.73 1.61 1.09
H -3.76 3.01 1.43
C -2.42 4.90 0.08
H -3.22 5.21 0.76
H -1.67 5.70 0.07
H -2.86 4.81 -0.92
C 1.36 3.78 -2.37
H 0.68 4.37 -3.00
H 2.38 4.19 -2.51
H 1.37 2.74 -2.71
C 2.15 3.31 -0.03
H 2.34 2.26 -0.29
H 3.06 3.89 -0.24
H 1.94 3.38 1.04
C 0.78 5.37 -0.53
H -0.02 5.81 -1.13
H 0.59 5.53 0.54
H 1.71 5.91 -0.78
Be -0.19 0.60 -0.57
C -0.03 0.70 1.22
O -1.05 0.51 1.89
N 1.02 0.09 -1.51
C 1.48 -0.62 -2.35
C 2.57 -0.51 -3.50
C 2.34 -1.55 -4.57
C 2.48 0.86 -4.17
C 3.94 -0.69 -2.87
H 2.43 -2.57 -4.18
H 1.35 -1.43 -5.02
H 3.10 -1.43 -5.36
H 2.86 1.66 -3.52
H 3.09 0.86 -5.08
H 1.45 1.09 -4.46
H 4.72 -0.46 -3.61
H 4.08 -0.03 -2.00
H 4.10 -1.72 -2.53
Cl 3.07 1.98 5.11
C 2.65 0.97 3.79
C 3.46 -0.13 3.47
C 3.15 -0.87 2.34
C 2.07 -0.51 1.54
N 1.25 0.52 1.91
C 1.53 1.26 3.04
H 4.31 -0.37 4.11
H 3.75 -1.73 2.04
H 1.80 -1.03 0.62
H 0.84 2.05 3.30